(one)
DFT (ωB97M-V/def2-TZVPD) results for a gas-phase ion, C7H9N2O (charge +1).

Last columns: bonded neighbours and bond lengths (Å).
Cartesian coordinates (Å):
1 C 2.68 0.39 0.60  N2 1.227, H11 1.166, H12 1.069
2 N 1.91 -0.55 0.44  C1 1.227, C3 1.254
3 C 1.07 -1.38 0.01  N2 1.254, N4 1.350, C5 1.892
4 N 1.34 -2.67 -0.28  C3 1.350, H13 0.957, H14 0.970
5 C -0.74 -0.84 0.03  C3 1.892, O6 1.280, C9 1.308
6 O -1.53 -1.83 0.22  C5 1.280, C7 1.367
7 C -2.77 -1.25 0.19  O6 1.367, C8 1.391, H15 1.097
8 C -2.60 0.12 0.03  C7 1.391, C9 1.413, H16 1.100
9 C -1.22 0.37 -0.10  C5 1.308, C8 1.413, C10 1.528
10 C -0.69 1.75 -0.48  C9 1.528, H17 1.080, H18 1.129, H19 1.121
11 H 3.26 1.01 -0.20  C1 1.166
12 H 2.72 0.82 1.58  C1 1.069
13 H 0.82 -3.25 -0.83  N4 0.957
14 H 2.24 -3.01 -0.42  N4 0.970
15 H -3.64 -1.92 0.29  C7 1.097
16 H -3.38 0.89 0.04  C8 1.100
17 H -1.25 2.35 -1.19  C10 1.080
18 H -0.31 2.44 0.33  C10 1.129
19 H 0.24 1.44 -1.03  C10 1.121

Values from the calculation:
Structure (SMILES) = C=NC(=[NH2+])c1occc1C
LUMO level = -4.580 eV
Gap between HOMO and LUMO = 8.133 eV
Total charge = +1
E_HOMO = -12.7 eV



(two)
DFT (ωB97M-V/def2-TZVPD) results for a gas-phase ion, C7H9N2O (charge +1).

Last columns: bonded neighbours and bond lengths (Å).
Cartesian coordinates (Å):
1 C -0.80 2.10 0.55  C2 1.360, H11 1.075, H12 1.078
2 C -0.44 0.80 0.33  C1 1.360, C3 1.791, C6 1.399
3 C 0.97 0.23 1.26  C2 1.791, N4 1.300, N5 1.314
4 N 2.03 -0.09 0.57  C3 1.300, H13 1.033, H14 1.054
5 N 1.06 0.61 2.52  C3 1.314, H15 0.971, H16 1.020
6 C -0.82 -0.08 -0.69  C2 1.399, C7 1.341, O10 1.312
7 C -0.45 -1.37 -0.63  C6 1.341, C8 1.428, H17 1.069
8 C -0.95 -1.91 -1.85  C7 1.428, C9 1.386, H18 1.089
9 C -1.55 -0.88 -2.55  C8 1.386, O10 1.340, H19 1.122
10 O -1.45 0.23 -1.80  C6 1.312, C9 1.340
11 H -0.58 2.85 1.27  C1 1.075
12 H -1.62 2.44 -0.07  C1 1.078
13 H 2.19 -0.09 -0.45  N4 1.033
14 H 2.87 -0.58 0.97  N4 1.054
15 H 0.29 0.77 3.09  N5 0.971
16 H 1.94 0.60 3.03  N5 1.020
17 H 0.12 -1.83 0.15  C7 1.069
18 H -0.82 -2.96 -2.12  C8 1.089
19 H -1.99 -0.85 -3.58  C9 1.122

Values from the calculation:
Structure (SMILES) = C=C(C(N)=[NH2+])c1ccco1
LUMO level = -3.890 eV
Gap between HOMO and LUMO = 8.065 eV
Total charge = +1
E_HOMO = -12.0 eV



Relative energies with respect to the most stable structure, expressed in hartree: (one) 0.0635; (two) 0.0000.



(one)
DFT (ωB97M-V/def2-TZVPD) results for a single C20H24N4O5S molecule.

Last columns: bonded neighbours and bond lengths (Å).
Cartesian coordinates (Å):
1 C -2.45 2.24 2.68  C2 1.528, H31 1.088, H32 1.087, H33 1.087
2 C -1.47 1.42 1.84  C1 1.528, C3 1.527, C4 1.534, H34 1.096
3 C -0.21 1.14 2.65  C2 1.527, H35 1.086, H36 1.088, H37 1.088
4 C -2.14 0.13 1.36  C2 1.534, C5 1.529, H38 1.091, H39 1.090
5 C -1.55 -0.43 0.06  C4 1.529, N6 1.454, C21 1.543, H40 1.094
6 N -0.18 -0.88 0.23  C5 1.454, S7 1.656, H41 1.007
7 S 0.92 -0.63 -0.99  N6 1.656, O8 1.431, O9 1.442, C10 1.781
8 O 1.90 -1.67 -0.90  S7 1.431
9 O 0.24 -0.42 -2.24  S7 1.442
10 C 1.64 0.92 -0.46  S7 1.781, C11 1.384, C15 1.386
11 C 2.70 0.88 0.42  C10 1.384, C12 1.386, H42 1.078
12 C 3.24 2.05 0.94  C11 1.386, C13 1.384, H43 1.077
13 C 2.64 3.24 0.55  C12 1.384, C14 1.406, N19 1.372
14 C 1.57 3.26 -0.35  C13 1.406, C15 1.376, O16 1.361
15 C 1.04 2.10 -0.88  C10 1.386, C14 1.376, H44 1.076
16 O 1.19 4.55 -0.56  C14 1.361, C17 1.365
17 C 2.00 5.35 0.19  O16 1.365, O18 1.195, N19 1.383
18 O 1.93 6.55 0.23  C17 1.195
19 N 2.89 4.55 0.87  C13 1.372, C17 1.383, C20 1.437
20 C 3.91 5.06 1.75  N19 1.437, H45 1.089, H46 1.091, H47 1.091
21 C -2.39 -1.62 -0.45  C5 1.543, O22 1.213, N23 1.345
22 O -3.16 -2.24 0.26  C21 1.213
23 N -2.14 -1.92 -1.74  C21 1.345, C24 1.445, H48 1.014
24 C -2.65 -3.12 -2.36  N23 1.445, C25 1.509, H49 1.096, H50 1.094
25 C -1.66 -4.25 -2.37  C24 1.509, C26 1.390, C30 1.394
26 C -0.29 -4.06 -2.28  C25 1.390, C27 1.386, H51 1.080
27 C 0.56 -5.16 -2.30  C26 1.386, C28 1.385, H52 1.079
28 C -0.01 -6.42 -2.42  C27 1.385, N29 1.323, H53 1.082
29 N -1.31 -6.62 -2.52  C28 1.323, C30 1.319
30 C -2.11 -5.57 -2.49  C25 1.394, N29 1.319, H54 1.083
31 H -1.98 3.15 3.04  C1 1.088
32 H -3.32 2.52 2.09  C1 1.087
33 H -2.79 1.66 3.53  C1 1.087
34 H -1.18 2.02 0.96  C2 1.096
35 H 0.49 0.53 2.08  C3 1.086
36 H -0.47 0.61 3.57  C3 1.088
37 H 0.29 2.07 2.92  C3 1.088
38 H -3.19 0.32 1.16  C4 1.091
39 H -2.08 -0.63 2.13  C4 1.090
40 H -1.52 0.34 -0.71  C5 1.094
41 H -0.07 -1.76 0.70  N6 1.007
42 H 3.11 -0.08 0.68  C11 1.078
43 H 4.07 2.03 1.63  C12 1.077
44 H 0.23 2.10 -1.58  C15 1.076
45 H 3.81 6.15 1.76  C20 1.089
46 H 4.90 4.79 1.39  C20 1.091
47 H 3.77 4.67 2.76  C20 1.091
48 H -1.42 -1.40 -2.23  N23 1.014
49 H -2.95 -2.89 -3.39  C24 1.096
50 H -3.54 -3.42 -1.79  C24 1.094
51 H 0.13 -3.06 -2.18  C26 1.080
52 H 1.62 -5.02 -2.22  C27 1.079
53 H 0.61 -7.31 -2.45  C28 1.082
54 H -3.17 -5.78 -2.56  C30 1.083

Values from the calculation:
Structure (SMILES) = CC(C)C[C@@H](NS(=O)(=O)c1ccc2c(c1)oc(=O)n2C)C(=O)NCc1cccnc1
LUMO level = 0.331 eV
Gap between HOMO and LUMO = 9.506 eV
Total charge = 0
E_HOMO = -9.2 eV



(two)
DFT (ωB97M-V/def2-TZVPD) results for a single C20H24N4O5S molecule.

Last columns: bonded neighbours and bond lengths (Å).
Cartesian coordinates (Å):
1 C -3.39 -2.66 0.38  C2 1.497, H31 1.088, H32 1.087, H33 1.090
2 C -1.93 -2.33 0.42  C1 1.497, C3 1.392, C30 1.390
3 C -1.03 -3.04 -0.38  C2 1.392, C4 1.383, H34 1.080
4 C 0.33 -2.78 -0.32  C3 1.383, C5 1.382, H35 1.079
5 C 0.79 -1.80 0.54  C4 1.382, S6 1.786, C29 1.380
6 S 2.54 -1.46 0.65  C5 1.786, O7 1.436, O8 1.433, N9 1.683
7 O 3.26 -2.50 -0.03  S6 1.436
8 O 2.88 -1.16 2.01  S6 1.433
9 N 2.60 -0.01 -0.21  S6 1.683, C10 1.452, C14 1.439
10 C 2.55 -0.18 -1.65  N9 1.452, C11 1.528, H36 1.095, H37 1.090
11 C 3.97 -0.34 -2.21  C10 1.528, C12 1.527, H38 1.091, H39 1.090
12 C 4.81 0.83 -1.71  C11 1.527, O13 1.419, H40 1.099, H41 1.092
13 O 4.79 0.93 -0.30  C12 1.419, C14 1.403
14 C 3.51 1.00 0.27  N9 1.439, O13 1.403, C15 1.552, H42 1.097
15 C 2.87 2.40 0.10  C14 1.552, N16 1.435, H43 1.092, H44 1.092
16 N 1.56 2.45 0.68  C15 1.435, C17 1.339, H45 1.013
17 C 0.45 2.22 -0.02  N16 1.339, O18 1.219, C19 1.530
18 O 0.37 2.13 -1.24  C17 1.219
19 C -0.79 2.16 0.87  C17 1.530, O20 1.221, N21 1.332
20 O -0.70 2.20 2.09  C19 1.221
21 N -1.92 2.07 0.18  C19 1.332, C22 1.437, H46 1.014
22 C -3.22 1.96 0.77  N21 1.437, C23 1.505, H47 1.095, H48 1.100
23 C -4.11 1.04 -0.02  C22 1.505, C24 1.393, N28 1.325
24 C -5.34 0.62 0.48  C23 1.393, C25 1.384, H49 1.079
25 C -6.14 -0.19 -0.30  C24 1.384, C26 1.387, H50 1.080
26 C -5.68 -0.56 -1.56  C25 1.387, C27 1.385, H51 1.078
27 C -4.44 -0.10 -1.97  C26 1.385, N28 1.321, H52 1.082
28 N -3.68 0.69 -1.22  C23 1.325, C27 1.321
29 C -0.08 -1.08 1.34  C5 1.380, C30 1.384, H53 1.078
30 C -1.43 -1.35 1.28  C2 1.390, C29 1.384, H54 1.080
31 H -3.75 -2.64 -0.65  C1 1.088
32 H -3.96 -1.96 0.97  C1 1.087
33 H -3.55 -3.66 0.77  C1 1.090
34 H -1.40 -3.80 -1.04  C3 1.080
35 H 1.03 -3.33 -0.91  C4 1.079
36 H 2.04 0.69 -2.08  C10 1.095
37 H 1.95 -1.06 -1.84  C10 1.090
38 H 4.38 -1.27 -1.82  C11 1.091
39 H 3.95 -0.36 -3.29  C11 1.090
40 H 4.46 1.77 -2.17  C12 1.099
41 H 5.87 0.70 -1.97  C12 1.092
42 H 3.65 0.80 1.34  C14 1.097
43 H 2.76 2.64 -0.96  C15 1.092
44 H 3.53 3.14 0.57  C15 1.092
45 H 1.46 2.40 1.69  N16 1.013
46 H -1.86 1.95 -0.83  N21 1.014
47 H -3.10 1.61 1.80  C22 1.095
48 H -3.70 2.95 0.82  C22 1.100
49 H -5.66 0.94 1.47  C24 1.079
50 H -7.10 -0.53 0.06  C25 1.080
51 H -6.27 -1.20 -2.20  C26 1.078
52 H -4.03 -0.35 -2.93  C27 1.082
53 H 0.32 -0.34 2.02  C29 1.078
54 H -2.11 -0.80 1.92  C30 1.080

Values from the calculation:
Structure (SMILES) = Cc1ccc(S(=O)(=O)N2CCCO[C@H]2CNC(=O)C(=O)NCc2ccccn2)cc1
LUMO level = 0.560 eV
Gap between HOMO and LUMO = 9.801 eV
Total charge = 0
E_HOMO = -9.2 eV



Relative energies with respect to the most stable structure, expressed in hartree: (one) 0.0000; (two) 0.0058.



(one)
DFT (ωB97M-V/def2-TZVPD) results for a single C5H14N2O2 molecule.

Last columns: bonded neighbours and bond lengths (Å).
Cartesian coordinates (Å):
1 C -2.34 0.07 -0.78  C2 1.522, H10 1.096, H11 1.094, H12 1.094
2 C -1.07 0.85 -1.05  C1 1.522, C3 1.622, H13 1.097, H14 1.099
3 C 0.37 0.20 -0.70  C2 1.622, N4 1.446, O5 1.410, C6 1.580
4 N 1.37 1.22 -0.95  C3 1.446, H15 1.018, H16 1.018
5 O 0.61 -0.84 -1.62  C3 1.410, H17 0.978
6 C 0.37 -0.36 0.77  C3 1.580, C7 1.591, N8 1.446, O9 1.417
7 C 1.82 -0.90 1.15  C6 1.591, H18 1.095, H19 1.094, H20 1.096
8 N -0.06 0.56 1.80  C6 1.446, H21 1.018, H22 1.022
9 O -0.45 -1.52 0.86  C6 1.417, H23 0.973
10 H -3.20 0.55 -1.27  C1 1.096
11 H -2.28 -0.96 -1.16  C1 1.094
12 H -2.57 0.04 0.29  C1 1.094
13 H -1.15 1.83 -0.55  C2 1.097
14 H -1.06 1.06 -2.13  C2 1.099
15 H 2.29 0.81 -0.82  N4 1.018
16 H 1.31 1.50 -1.93  N4 1.018
17 H 0.13 -1.61 -1.26  O5 0.978
18 H 2.19 -1.60 0.39  C7 1.095
19 H 2.54 -0.08 1.25  C7 1.094
20 H 1.79 -1.44 2.09  C7 1.096
21 H 0.35 0.31 2.69  N8 1.018
22 H 0.22 1.51 1.54  N8 1.022
23 H -1.20 -1.21 1.40  O9 0.973

Values from the calculation:
Structure (SMILES) = CC[C@](N)(O)[C@@](C)(N)O
LUMO level = 0.924 eV
Gap between HOMO and LUMO = 10.371 eV
Total charge = 0
E_HOMO = -9.4 eV



(two)
DFT (ωB97M-V/def2-TZVPD) results for 2 unconnected molecules or ions with the total composition C5H14N2O2.

Last columns: bonded neighbours and bond lengths (Å).
Cartesian coordinates (Å):
1 C -1.50 -0.20 0.33  C2 1.512, O5 1.438, H8 1.108
2 C -1.79 -1.69 0.31  C1 1.512, H9 1.100, H10 1.093, H11 1.092
3 C 0.43 -0.20 -1.96  C4 1.498, H12 1.088, H13 1.092, H14 1.085
4 C 0.77 -0.51 -0.53  C3 1.498, O6 1.205, N16 1.589
5 O -2.28 0.52 -0.64  C1 1.438, H7 0.967
6 O 1.24 -1.54 -0.10  C4 1.205
7 H -3.21 0.27 -0.54  O5 0.967
8 H -1.73 0.18 1.34  C1 1.108
9 H -2.83 -1.91 0.61  C2 1.100
10 H -1.63 -2.11 -0.68  C2 1.093
11 H -1.13 -2.22 1.00  C2 1.092
12 H -0.05 -1.08 -2.38  C3 1.088
13 H 1.36 -0.02 -2.50  C3 1.092
14 H -0.22 0.66 -2.06  C3 1.085
15 C 1.52 0.52 1.67  N16 1.471, H21 1.088, H22 1.090, H23 1.090
16 N 0.96 0.81 0.34  C4 1.589, C15 1.471, N17 1.427, H18 1.211
17 N 1.57 1.89 -0.37  N16 1.427, H19 1.017, H20 1.015
18 H -0.24 0.70 0.40  N16 1.211
19 H 2.58 1.84 -0.26  N17 1.017
20 H 1.24 2.76 0.04  N17 1.015
21 H 0.93 -0.27 2.13  C15 1.088
22 H 2.55 0.17 1.59  C15 1.090
23 H 1.46 1.43 2.28  C15 1.090

Values from the calculation:
LUMO level = 0.664 eV
Gap between HOMO and LUMO = 7.862 eV
Total charge = 0
E_HOMO = -7.2 eV



Relative energies with respect to the most stable structure, expressed in hartree: (one) 0.0000; (two) 0.1612.